# 1
61
Properties=species:S:1:pos:R:3 method="wB97M-V/def2-TZVPD" homo_energy_ev=-5.16 fmax_ev_per_a=0.68 energy_ha=-2417.4480 lumo_ev=2.624 orbital_gap_ev=7.781 total_charge=-1
Pd -0.493 -0.183 -0.999
C 4.166 -3.396 -0.308
C 4.073 -2.857 0.969
C 3.119 -1.889 1.241
C 2.256 -1.459 0.234
C 2.338 -2.012 -1.043
C 3.301 -2.978 -1.308
P 1.032 -0.148 0.507
C 0.467 -0.342 2.213
C -0.026 -1.590 2.595
C -0.603 -1.755 3.843
C -0.693 -0.680 4.718
C -0.214 0.565 4.337
C 0.358 0.737 3.085
C 1.898 1.432 0.349
C 2.877 1.954 1.149
C 3.463 3.190 0.800
C 3.072 3.846 -0.337
C 2.079 3.313 -1.194
C 1.669 3.934 -2.397
C 0.722 3.329 -3.177
C 0.125 2.101 -2.809
C 0.469 1.464 -1.642
C 1.473 2.086 -0.834
H 4.910 -4.155 -0.518
H 4.739 -3.196 1.753
H 3.031 -1.477 2.240
H 1.633 -1.703 -1.809
H 3.362 -3.411 -2.298
H -0.001 -2.417 1.896
H -1.008 -2.719 4.121
H -1.152 -0.810 5.690
H -0.297 1.409 5.010
H 0.707 1.715 2.779
H 3.207 1.429 2.039
H 4.231 3.616 1.434
H 3.533 4.793 -0.601
H 2.117 4.877 -2.690
H 0.415 3.797 -4.106
H -0.620 1.658 -3.458
O -3.346 -2.682 0.856
C -2.678 -1.751 0.403
O -1.512 -1.851 -0.100
C -3.347 -0.372 0.416
C -4.737 -0.315 0.358
C -5.355 0.920 0.319
C -4.569 2.063 0.361
C -3.196 1.908 0.447
N -2.593 0.723 0.475
H -5.291 -1.242 0.340
H -6.434 0.995 0.252
H -5.005 3.053 0.324
H -2.540 2.773 0.483
C -2.313 -2.805 -3.025
S -1.484 -1.325 -3.603
O -1.932 -1.093 -4.959
O -1.935 -0.241 -2.664
O -0.051 -1.567 -3.436
H -2.672 -3.355 -3.891
H -3.141 -2.516 -2.383
H -1.602 -3.390 -2.450


# 2
8
Properties=species:S:1:pos:R:3 method="wB97M-V/def2-TZVPD" homo_energy_ev=-9.30 fmax_ev_per_a=6.98 energy_ha=-836.3885 lumo_ev=-0.636 orbital_gap_ev=8.665
C -1.778 0.023 0.508
C 0.551 -0.172 -0.150
N -2.787 0.540 0.360
N 0.489 -0.224 -1.455
N -0.496 -0.313 0.702
I 2.340 0.351 0.972
I 1.849 0.047 -2.703
H -0.167 -0.252 1.766


# 3
22
Properties=species:S:1:pos:R:3 method="wB97M-V/def2-TZVPD" smiles=NCCNCCO.O homo_energy_ev=-8.52 fmax_ev_per_a=3.30 energy_ha=-420.7426 lumo_ev=0.739 orbital_gap_ev=9.259
N -0.219 0.696 -2.295
C -0.501 -0.745 -1.987
C 0.673 -1.248 -1.168
N 0.769 -0.726 0.209
C -0.374 -1.166 1.028
C -0.231 -0.522 2.407
O -0.793 0.842 2.158
H 0.596 0.730 -2.869
H -0.990 1.207 -2.735
H -0.619 -1.446 -2.857
H -1.405 -0.761 -1.307
H 0.630 -2.413 -1.084
H 1.721 -1.041 -1.632
H 0.938 0.366 0.205
H -1.369 -0.762 0.636
H -0.456 -2.263 1.123
H -0.834 -0.943 3.215
H 0.775 -0.502 2.883
H -0.157 1.441 1.712
H 0.021 1.626 -0.536
H 0.927 2.862 -0.642
O 0.663 2.181 -0.057


# 4
77
Properties=species:S:1:pos:R:3 method="wB97M-V/def2-TZVPD" homo_energy_ev=-7.96 fmax_ev_per_a=0.17 energy_ha=-6512.1097 lumo_ev=-0.404 orbital_gap_ev=7.555
Ir 0.340 0.695 -0.707
S -2.803 -0.309 2.296
C -1.820 -1.739 2.156
C -1.955 -2.944 2.834
C -0.978 -3.904 2.651
C 0.121 -3.657 1.824
C 0.244 -2.468 1.135
C -0.753 -1.507 1.284
N -0.787 -0.232 0.723
C -1.754 0.513 1.207
C -1.770 1.913 0.858
C -2.656 2.851 1.391
C -2.470 4.186 1.097
C -1.389 4.568 0.301
C -0.524 3.628 -0.234
C -0.706 2.265 0.008
H -2.788 -3.115 3.503
H -1.051 -4.845 3.179
H 0.908 -4.394 1.738
H 1.113 -2.273 0.526
H -3.468 2.539 2.038
H -3.143 4.933 1.497
H -1.231 5.619 0.090
H 0.291 3.955 -0.867
N 1.701 0.611 0.814
C 2.602 0.123 1.362
N 3.614 -0.385 1.974
C 3.725 -1.702 1.876
N 3.894 -2.846 1.789
Cl 10.225 -5.945 -3.095
C 8.817 -5.033 -2.650
C 8.691 -3.719 -3.075
C 7.574 -3.000 -2.691
C 6.588 -3.557 -1.883
C 5.386 -2.729 -1.468
C 4.338 -2.855 -2.565
N 3.019 -2.345 -2.207
C 1.836 -2.992 -2.476
C 0.842 -2.162 -2.068
N 1.403 -1.022 -1.547
C 2.711 -1.157 -1.655
O 5.689 -1.349 -1.339
C 6.345 -1.003 -0.109
C 7.827 -1.217 -0.161
C 8.489 -2.230 0.464
Cl 7.796 -3.443 1.458
S 10.169 -2.243 0.124
C 10.013 -0.854 -0.868
C 8.729 -0.417 -0.925
C 6.732 -4.887 -1.510
Cl 5.502 -5.666 -0.562
C 7.843 -5.633 -1.876
H 9.462 -3.269 -3.684
H 7.473 -1.965 -2.989
H 4.978 -3.105 -0.524
H 4.212 -3.909 -2.807
H 4.700 -2.339 -3.457
H 1.815 -3.971 -2.923
H -0.225 -2.302 -2.098
H 3.453 -0.440 -1.352
H 5.910 -1.574 0.711
H 6.121 0.052 0.051
H 10.882 -0.428 -1.341
H 8.415 0.447 -1.495
H 7.941 -6.660 -1.556
Se -0.140 1.177 -2.934
C -1.264 2.728 -3.080
C -2.571 2.689 -2.609
C -3.382 3.806 -2.725
C -2.894 4.966 -3.314
C -1.594 4.999 -3.795
C -0.779 3.880 -3.684
H -2.942 1.792 -2.129
H -4.396 3.774 -2.346
H -3.527 5.840 -3.399
H -1.208 5.898 -4.258
H 0.239 3.909 -4.054


# 5
58
Properties=species:S:1:pos:R:3 method="wB97M-V/def2-TZVPD" homo_energy_ev=-9.11 fmax_ev_per_a=4.69 energy_ha=-1425.5220 lumo_ev=-3.333 orbital_gap_ev=5.777
C 5.093 -0.207 2.836
C 5.437 0.937 1.665
O 5.366 0.376 0.307
C 3.984 0.103 -0.117
C 3.969 -1.291 -1.041
C 2.661 -1.403 -2.024
C 1.253 -1.731 -1.249
C 1.131 -3.320 -0.740
C -0.158 -3.351 0.287
C -0.129 -3.916 1.832
N -1.379 -3.902 2.714
C -2.717 -3.328 2.237
C -2.945 -2.699 0.705
O -4.243 -2.147 0.286
C -4.421 -0.749 0.726
C -3.062 0.163 0.641
N -3.292 1.657 0.592
C -1.876 2.256 0.722
C -1.644 3.587 -0.210
C -2.111 4.887 0.673
O -2.225 3.506 -1.559
C -1.586 -2.762 -0.268
H 5.064 -1.237 2.257
H 4.016 -0.043 3.273
H 5.934 -0.267 3.652
H 6.585 1.207 1.851
H 4.787 1.912 1.823
H 3.230 -0.106 0.761
H 3.540 0.975 -0.799
H 4.925 -1.212 -1.744
H 4.160 -2.262 -0.378
H 2.794 -2.204 -2.896
H 2.509 -0.341 -2.547
H 1.173 -0.970 -0.335
H 0.328 -1.506 -1.959
H 2.155 -3.525 -0.170
H 1.007 -3.978 -1.700
H 0.872 -4.353 2.303
H -1.268 -4.316 3.688
H -3.599 -3.383 3.039
H -4.914 -0.656 1.800
H -5.205 -0.247 -0.020
H -2.535 -0.124 -0.391
H -2.357 -0.077 1.555
H -3.910 1.995 1.362
H -1.611 2.414 1.859
H -1.148 1.412 0.296
H -0.466 3.700 -0.366
H -1.473 5.817 0.354
H -1.796 4.653 1.800
H -3.258 5.121 0.650
H -1.428 3.370 -2.183
H -1.692 -2.322 -1.360
B -2.705 2.778 -4.898
F -3.882 3.123 -4.117
F -1.762 3.885 -4.868
F -2.079 1.593 -4.334
F -3.097 2.512 -6.273


# 6
87
Properties=species:S:1:pos:R:3 method="wB97M-V/def2-TZVPD" homo_energy_ev=-11.64 fmax_ev_per_a=3.54 energy_ha=-22766.2970 lumo_ev=-3.837 orbital_gap_ev=7.808 total_charge=+1
C -0.309 -3.677 1.832
C -1.038 -2.330 1.468
P -0.404 -0.766 2.288
C 0.928 -0.142 1.095
S 0.751 -1.163 4.056
P 0.416 0.595 5.347
S -0.865 1.837 4.531
P -0.009 -2.813 5.196
C -1.603 -2.397 6.082
C -2.621 -1.858 5.017
C 1.316 -3.451 6.350
C 2.426 -4.129 5.464
H 0.709 -3.536 2.250
H -0.325 -4.416 1.006
H -0.889 -4.147 2.658
H -0.877 -2.172 0.375
H -2.130 -2.419 1.606
H 0.499 0.047 0.098
H 1.388 0.750 1.558
H 1.684 -0.959 1.024
H 1.635 1.289 5.571
H -0.090 0.145 6.601
H -2.005 -3.373 6.442
H -1.493 -1.755 6.977
H -2.667 -2.621 4.205
H -2.312 -0.887 4.577
H -3.625 -1.826 5.476
H 0.924 -4.244 7.021
H 1.837 -2.651 6.923
H 2.003 -4.885 4.771
H 3.196 -4.637 6.079
H 2.963 -3.389 4.830
C 2.904 0.724 -3.411
Cl 4.627 0.436 -3.702
Cl 2.140 1.301 -4.899
Cl 2.133 -0.789 -2.903
Cl 2.716 1.945 -2.137
C 2.472 -0.664 -8.304
Cl 3.564 -0.704 -6.908
Cl 0.793 -0.747 -7.742
Cl 2.713 0.844 -9.201
Cl 2.810 -2.043 -9.362
C 3.924 -4.541 -1.342
Cl 2.587 -5.510 -1.985
Cl 3.419 -3.777 0.181
Cl 5.321 -5.585 -1.042
Cl 4.359 -3.284 -2.509
C -1.503 3.511 -1.855
Cl -1.922 2.240 -0.681
Cl -0.380 2.857 -3.061
Cl -2.974 4.070 -2.668
Cl -0.731 4.870 -1.019
C -3.143 0.413 9.126
Cl -1.392 0.110 9.124
Cl -3.672 0.790 7.476
Cl -3.988 -1.032 9.704
Cl -3.502 1.776 10.191
C -3.836 4.468 2.476
Cl -2.566 5.492 3.169
Cl -3.517 4.193 0.755
Cl -3.892 2.931 3.368
Cl -5.401 5.283 2.633
C -3.985 2.392 14.502
Cl -5.301 2.510 15.681
Cl -2.428 2.409 15.348
Cl -4.144 0.881 13.587
Cl -4.066 3.767 13.385
C 8.107 1.656 -1.471
Cl 9.258 2.990 -1.646
Cl 8.321 0.894 0.116
Cl 6.453 2.278 -1.609
Cl 8.392 0.457 -2.745
C -2.859 -0.201 -9.533
Cl -1.699 1.132 -9.694
Cl -2.656 -0.961 -7.942
Cl -4.512 0.420 -9.681
Cl -2.561 -1.402 -10.800
C 2.855 3.408 -12.349
Cl 1.602 4.598 -12.737
Cl 3.407 3.657 -10.679
Cl 2.190 1.775 -12.523
Cl 4.224 3.608 -13.456
C -4.782 1.985 -13.504
Cl -3.684 1.951 -12.113
Cl -6.457 1.880 -12.932
Cl -4.558 3.496 -14.402
Cl -4.433 0.609 -14.564